An isolated molecule of CF2O3S at a distorted geometry. Source: the Open Molecules 2025 dataset; level of theory: ωB97M-V/def2-TZVPD.

Output
HOMO-LUMO gap (spin up / spin down)   8.1 / 7.4 eV
LUMO energy (spin up / spin down)   0.183 / -5.996 eV
Multiplicity   3
Relative energy (zero: lowest compared OMol25 entry of this formula, charge and spin)   65.8 kcal per mole
⟨S²⟩   2.012
HOMO (spin up / spin down)   -7.947 / -13.347 eV

Last column: Mulliken spin population.
Geometry (Å):
C1 -1.05793 -0.28391 0.04411  0.62
O1 -1.56643 -1.31686 -0.03234  0.85
O2 1.35481 0.67371 1.29348  0.09
O3 0.94685 0.86480 -1.16496  0.13
F1 -1.80482 1.02603 -0.16071  0.18
F2 1.37297 -1.21199 -0.06550  0.02
S1 0.75455 0.24822 0.08593  0.12

=====

A cluster of 2 separate species, CF2O3S2 in total at a distorted geometry. Source: the Open Molecules 2025 dataset; level of theory: ωB97M-V/def2-TZVPD.

Output
HOMO-LUMO gap (spin up / spin down)   6.4 / 6.4 eV
LUMO energy (spin up / spin down)   -2.352 / -2.350 eV
Multiplicity   1
Relative energy (zero: lowest compared OMol25 entry of this formula, charge and spin)   9.2 kcal per mole
HOMO (spin up / spin down)   -8.795 / -8.798 eV

Last column: natural (NBO) charge in e.
Geometry (Å):
C1 -0.50291 1.19333 1.20813  1.14
O1 1.64444 -1.36259 0.27412  -0.81
O2 -0.01965 -1.32989 -1.75040  -0.78
O3 -0.94184 0.39513 0.49040  -0.56
F1 -0.09734 2.36386 0.82028  -0.29
F2 -0.32187 1.15488 2.51202  -0.29
S1 0.52597 -1.99500 -0.47896  1.48
S2 -0.28680 -0.41972 -3.07560  0.11

=====

A structure of composition CF3O7S2Sn at a distorted geometry. Source: the Open Molecules 2025 dataset; level of theory: ωB97M-V/def2-TZVPD.

Output
HOMO-LUMO gap   3.2 eV
Net charge   -1
LUMO energy   -0.712 eV
Multiplicity   1
Relative energy (zero: lowest compared OMol25 entry of this formula, charge and spin)   114.9 kcal per mole
HOMO   -3.878 eV

Last column: natural (NBO) charge in e.
Geometry (Å):
Sn1 -2.28273 2.13646 1.98048  0.87
S1 -0.91534 -1.80552 1.91934  2.58
O1 -0.26549 -2.37301 0.79738  -0.74
O2 -1.67225 -0.65861 1.50431  -1.03
O3 -1.68544 -2.69662 2.80370  -0.99
O4 0.34487 -1.40277 2.49796  -0.76
C1 1.44728 1.16204 -2.08062  0.75
F1 2.17535 2.08911 -1.50056  -0.33
F2 0.74627 1.78648 -3.01043  -0.34
F3 2.19245 0.21803 -2.59473  -0.31
S2 0.12138 0.48602 -0.77995  2.25
O5 -0.81910 -0.41823 -1.49995  -0.94
O6 1.03559 -0.24290 0.18950  -0.95
O7 -0.42284 1.71952 -0.22643  -1.05

=====

A structure of composition CF4MnNO2S2 at a distorted geometry. Source: the Open Molecules 2025 dataset; level of theory: ωB97M-V/def2-TZVPD.

Output
HOMO-LUMO gap (spin up / spin down)   8.1 / 7.9 eV
Net charge   +1
LUMO energy (spin up / spin down)   -6.475 / -6.671 eV
Multiplicity   6
Relative energy (zero: lowest compared OMol25 entry of this formula, charge and spin)   0.0 kcal per mole
⟨S²⟩   8.754
HOMO (spin up / spin down)   -14.544 / -14.561 eV

Last column: Mulliken spin population.
Geometry (Å):
Mn1 -2.49679 1.26276 -2.83697  4.83
F1 -0.53552 1.68165 -2.37970  0.06
N1 -0.47003 3.77125 -4.58076  0.00
S1 0.11377 3.67747 -3.13212  0.00
O1 1.57186 3.72513 -3.19968  0.00
S2 -2.06184 3.61653 -4.95848  0.01
O2 -2.80175 2.58384 -4.10751  0.08
C1 -1.73558 2.56243 -6.49367  0.00
F2 -2.91280 2.30202 -7.02974  0.00
F3 -0.98900 3.24782 -7.33112  0.00
F4 -1.13432 1.43833 -6.17324  0.00

=====

A cluster of 2 separate species, CF4NO in total at a distorted geometry. Source: the Open Molecules 2025 dataset; level of theory: ωB97M-V/def2-TZVPD.

Output
HOMO-LUMO gap   9.9 eV
Net charge   +1
LUMO energy   -6.693 eV
Multiplicity   1
Relative energy (zero: lowest compared OMol25 entry of this formula, charge and spin)   8.8 kcal per mole
HOMO   -16.569 eV

Last column: natural (NBO) charge in e.
Geometry (Å):
C1 1.91299 0.04253 0.13196  1.27
N1 -1.75455 -0.20667 -0.32370  0.62
O1 1.61867 0.85438 0.84930  -0.20
F1 2.34484 -0.79257 -0.65160  -0.09
F2 -1.87892 -0.50039 0.95181  -0.16
F3 -0.42991 -0.50456 -0.62904  -0.29
F4 -1.81311 1.10728 -0.32874  -0.16

=====

A structure of composition CF9KN3O15S7 at a distorted geometry. Source: the Open Molecules 2025 dataset; level of theory: ωB97M-V/def2-TZVPD.

Output
HOMO-LUMO gap   7.6 eV
Net charge   -3
LUMO energy   6.082 eV
Multiplicity   1
Relative energy (zero: lowest compared OMol25 entry of this formula, charge and spin)   55.7 kcal per mole
HOMO   -1.533 eV

Last column: natural (NBO) charge in e.
Geometry (Å):
K1 -0.77167 -0.44478 0.07155  0.95
N1 -2.42603 -2.13641 -0.98495  -1.10
S1 -2.14612 -2.40290 -2.43891  2.40
O1 -2.87521 -3.42882 -3.15124  -0.93
O2 -0.77215 -2.25277 -2.90301  -0.90
F1 -2.90150 -1.03136 -2.93818  -0.53
S2 -1.75935 -3.64647 -0.51144  2.36
O3 -0.35296 -3.60236 -0.34331  -0.89
O4 -2.30083 -4.92121 -0.94526  -0.88
F2 -2.27868 -3.55216 1.04648  -0.51
N2 2.27135 0.03223 -3.90888  -1.09
S3 3.32465 -0.10381 -2.54414  2.31
O5 2.93739 -1.15476 -1.57553  -0.87
O6 4.01125 1.12311 -2.06887  -0.85
F3 4.45074 -0.83813 -3.39818  -0.52
S4 1.42673 1.03986 -3.32429  2.48
O7 1.95306 2.37402 -3.41147  -0.96
O8 0.57303 0.74359 -2.19975  -0.95
F4 0.49365 1.06156 -4.64032  -0.54
N3 -2.69821 0.47731 2.42036  -1.12
S5 -2.35346 -0.52783 3.68386  2.37
O9 -3.35636 -1.55031 4.02135  -0.90
O10 -1.33561 -0.16283 4.66083  -0.86
F5 -1.46948 -1.45658 2.73552  -0.53
S6 -2.92842 1.68445 3.29095  2.42
O11 -1.72148 2.43866 3.56539  -0.91
O12 -3.89363 1.54416 4.40477  -0.94
F6 -3.72096 2.71996 2.29210  -0.52
C1 2.37439 3.11407 0.66965  0.75
F7 3.48364 3.87749 0.53454  -0.35
F8 1.42542 3.77074 1.29736  -0.33
F9 1.90454 2.74577 -0.50725  -0.31
S7 2.79741 1.37493 1.64239  2.28
O13 3.03629 1.74073 3.04865  -1.01
O14 1.61049 0.54306 1.33817  -1.03
O15 3.98812 0.80775 1.07108  -0.99

=====

A structure of composition CFHgO4S at a distorted geometry. Source: the Open Molecules 2025 dataset; level of theory: ωB97M-V/def2-TZVPD.

Output
HOMO-LUMO gap   6.9 eV
Net charge   -1
LUMO energy   3.402 eV
Multiplicity   1
HOMO   -3.517 eV

Last column: natural (NBO) charge in e.
Geometry (Å):
S1 1.92817 0.07410 -0.36321  1.72
F1 2.03375 0.01512 1.35521  -0.59
O1 1.77152 -1.35748 -0.70138  -0.98
O2 0.56811 0.75932 -0.48566  -1.18
C1 -1.84286 -0.33887 0.74001  1.05
O3 -2.25737 0.32049 -0.12968  -0.53
O4 -1.62657 -1.11444 1.57875  -0.53
Hg1 -0.57473 1.64176 -1.99404  0.04

=====

A structure of composition CFI3 at a distorted geometry. Source: the Open Molecules 2025 dataset; level of theory: ωB97M-V/def2-TZVPD.

Output
HOMO-LUMO gap (spin up / spin down)   6.2 / 6.2 eV
LUMO energy (spin up / spin down)   -1.989 / -1.989 eV
Multiplicity   1
Relative energy (zero: lowest compared OMol25 entry of this formula, charge and spin)   7.5 kcal per mole
HOMO (spin up / spin down)   -8.179 / -8.180 eV

Last column: natural (NBO) charge in e.
Geometry (Å):
C1 -0.52569 -0.59735 -0.24822  -0.02
F1 -1.03551 -0.04482 -1.34400  -0.38
I1 2.89574 0.84749 -0.46286  0.03
I2 0.76428 1.00311 1.07268  0.29
I3 -2.09882 -1.20843 0.98240  0.07

=====

An isolated molecule of CFIS at a distorted geometry. Source: the Open Molecules 2025 dataset; level of theory: ωB97M-V/def2-TZVPD.

Output
HOMO-LUMO gap (spin up / spin down)   7.3 / 7.3 eV
LUMO energy (spin up / spin down)   -1.592 / -1.590 eV
Multiplicity   1
Relative energy (zero: lowest compared OMol25 entry of this formula, charge and spin)   67.5 kcal per mole
HOMO (spin up / spin down)   -8.851 / -8.851 eV
SMILES   FC(=S)I

Last column: natural (NBO) charge in e.
Geometry (Å):
F1 0.62956 -1.29024 -0.04186  -0.29
C1 0.03271 -0.19317 -0.03240  0.24
S1 1.37510 1.49538 0.01776  -0.26
I1 -2.03736 -0.01197 0.05650  0.30

=====

An isolated molecule of CFN3O3 at a distorted geometry. Source: the Open Molecules 2025 dataset; level of theory: ωB97M-V/def2-TZVPD.

Output
HOMO-LUMO gap   10.5 eV
LUMO energy   -0.409 eV
Multiplicity   1
Relative energy (zero: lowest compared OMol25 entry of this formula, charge and spin)   0.0 kcal per mole
HOMO   -10.922 eV
SMILES   O=C=NN(F)[N+](=O)[O-]

Last column: natural (NBO) charge in e.
Geometry (Å):
O1 0.40555 -1.92686 2.28043  -0.48
C1 0.04514 -1.00761 1.65292  0.88
N1 -0.42582 -0.18763 0.98118  -0.40
N2 -0.34250 0.74330 0.01141  0.19
F1 0.83740 1.40765 0.33668  -0.21
N3 -0.18888 0.40970 -1.44607  0.63
O2 -1.08650 -0.28735 -1.88663  -0.34
O3 0.75561 0.84880 -1.92994  -0.26